Here is the molecule C20H28N4OS from OMol25. Energies are from ωB97M-V with the def2-TZVPD basis set.

Each line ends with the natural charge from an NBO analysis.
Geometry (Å):
H: -1.58515 2.74632 1.86407  0.2204
H: -5.44445 1.83761 1.72575  0.1901
H: -1.57197 2.55583 0.11354  0.2165
H: -6.24478 -1.71673 2.32908  0.2136
H: 6.44747 -1.17012 2.18570  0.2179
S: -4.41024 -1.38313 -1.46625  -0.2405
C: 5.94480 1.70681 0.30218  -0.3910
N: -3.54591 0.61516 0.05786  -0.4347
H: -2.11378 -2.17914 -0.48143  0.4244
C: -0.68594 0.58876 -1.26500  -0.2186
C: 0.29818 -1.22897 -0.03032  -0.1818
C: 2.74897 -1.33373 0.27924  0.6656
H: -3.41663 1.09641 2.06918  0.2007
H: -1.56440 1.03943 -1.70299  0.2271
C: 0.55145 1.14682 -1.46759  -0.2086
H: -2.98756 3.24198 0.92319  0.2052
H: 0.66951 2.05256 -2.04087  0.2267
H: -4.45341 2.38250 -0.51262  0.1943
C: -3.30366 -0.56928 -0.53990  0.3061
H: -5.16606 0.90026 -1.17325  0.2479
C: 6.71558 0.64355 1.07882  -0.3935
H: -4.73610 -1.12366 1.65408  0.2035
C: -4.74787 1.35522 -0.27306  -0.2285
C: -2.19684 2.50054 0.99988  -0.6200
H: 7.49480 0.22425 0.43692  0.1934
H: 5.96872 0.48249 -1.48051  0.2129
H: -6.60497 2.07214 0.42674  0.2154
C: 5.28601 1.16784 -0.97370  -0.4571
N: 2.92380 1.09064 -1.16411  -0.5102
H: 5.17805 2.15146 0.93987  0.2049
C: 1.69735 0.52956 -0.95098  0.2295
C: -5.68402 -0.81705 2.08672  -0.6044
H: -6.63108 -0.50409 0.18614  0.2222
H: 7.21151 1.11826 1.92826  0.2122
C: 5.16654 -1.29374 0.48019  -0.2372
H: 5.06988 1.99696 -1.64778  0.2493
H: 5.05808 -0.08826 2.25351  0.2083
H: -1.95406 0.39795 1.37532  0.2268
H: 6.63960 2.50030 0.02047  0.2155
H: 4.85884 -2.26947 0.86657  0.2621
C: -6.48377 0.04490 1.11672  -0.4077
C: -2.76774 1.09725 1.18613  -0.2197
C: 1.55779 -0.67268 -0.23814  -0.1952
C: -5.83496 1.39649 0.80610  -0.4051
C: -0.82892 -0.59669 -0.52711  0.1277
H: -7.46838 0.23016 1.55273  0.1981
C: 5.83247 -0.48838 1.59557  -0.4082
O: 2.74235 -2.37278 0.91195  -0.6133
H: -5.48944 -0.27865 3.01327  0.1927
H: 5.86130 -1.44881 -0.34968  0.1983
N: -2.08386 -1.17960 -0.32378  -0.6386
N: 3.94791 -0.67548 -0.01142  -0.4308
C: 3.97162 0.49919 -0.71161  0.4767
H: 0.22454 -2.15754 0.51572  0.2390

Computed properties:
SMILES string	CCCCN(CC)C(=S)Nc1ccc2nc3n(c(=O)c2c1)CCCCC3
E	-1471.42369	hartree
energy relative to the best compared isomer or geometry (same formula, charge and spin)	12.98	kcal per mole
largest force on an atom	0.8	eV Å⁻¹
multiplicity	1
Kohn-Sham gap	8.28	eV
E_HOMO	-7.84	eV

=====

Here is a structure of composition C27H23Cl2NiPS from OMol25. Energies are from ωB97M-V with the def2-TZVPD basis set.

Each line ends with the natural charge from an NBO analysis.
Geometry (Å):
H: -1.07590 1.47017 1.67383  0.2350
H: 1.29791 2.73513 -1.91355  0.2231
H: -4.16515 3.78389 -0.26474  0.2145
H: -0.15579 5.25356 0.06073  0.2123
C: -0.37287 -0.05792 2.99970  -0.2132
H: 4.02015 -0.41337 3.72895  0.2256
C: -3.62907 -1.94022 -3.38895  -0.1871
C: 1.10803 3.05846 -0.89079  -0.7964
C: 4.02293 -0.55401 0.31285  -0.1080
H: -4.30085 -1.12041 0.40402  0.2197
C: -2.61050 2.37608 -0.70534  -0.1826
H: 0.40861 -1.74920 4.06437  0.2183
H: -0.63544 0.49155 3.89478  0.2194
H: -4.68712 -2.21584 -1.55495  0.2103
C: 0.55550 -2.00742 1.94459  -0.2074
H: 1.01336 -2.98591 2.02980  0.2187
H: -0.76049 -0.20262 -3.71188  0.2220
H: -3.04758 0.10512 0.59076  0.2258
C: 0.21465 -1.30979 3.09391  -0.1909
H: -3.30357 1.57291 -0.92389  0.2173
C: 4.27985 -0.76753 2.73969  -0.2167
C: -2.20414 4.63454 -0.01333  -0.1817
C: -3.24886 -0.89810 0.22612  -0.6424
H: 6.13738 -3.09736 1.14055  0.2294
C: -2.53175 -1.36408 -4.00710  -0.2195
C: -1.81387 -0.46620 -1.86782  -0.3420
C: -3.09780 3.61643 -0.32945  -0.2445
H: -4.34301 -2.51503 -3.96490  0.2165
C: 5.46184 -2.26671 1.29377  -0.2131
S: 3.32368 0.21622 -1.08302  -0.3412
C: -0.31959 3.21827 -0.59885  0.0048
H: 1.26564 -1.69558 -1.24438  0.2545
C: -1.63436 -0.64046 -3.24245  -0.1758
C: 5.14307 -1.83583 2.57149  -0.2295
H: -2.58146 5.59633 0.31208  0.2137
H: 5.56153 -2.33108 3.43671  0.2207
C: 3.74421 -0.15070 1.62573  -0.1134
H: 1.71452 3.91717 -0.62155  0.2117
H: -0.23560 -2.60905 -1.06213  0.2283
H: -2.37254 -1.48767 -5.07014  0.2195
P: -0.48246 0.53027 -1.09363  0.8322
C: -3.81794 -1.77270 -2.02720  -0.2064
Cl: 2.66145 1.18796 1.86178  0.0433
C: 0.32578 -1.47952 0.67791  0.0058
C: 0.67027 -2.28539 -0.54341  -0.6664
H: -2.65576 -1.59488 0.82291  0.2285
C: -0.84282 4.44101 -0.14283  -0.2254
C: -0.26868 -0.20172 0.58830  -0.4002
Cl: 5.33923 -2.20729 -1.38408  0.0222
Ni: 1.54693 1.21129 -0.09055  0.9969
C: 4.91433 -1.63569 0.19048  -0.0966
C: -2.93343 -1.03806 -1.23909  0.0062
C: -1.23909 2.15428 -0.79332  -0.3998
H: 1.24571 -3.16699 -0.26547  0.2253
C: -0.60908 0.49371 1.75296  -0.2217

Computed properties:
E	-4210.89444	hartree
energy relative to the best compared isomer or geometry (same formula, charge and spin)	12.28	kcal per mole
largest force on an atom	1.2	eV Å⁻¹
⟨S²⟩	2.02
multiplicity	3
Kohn-Sham gap (spin up / spin down)	7.49 / 7.00	eV
E_HOMO (spin up / spin down)	-7.13 / -7.52	eV

=====

Here is the molecule C6H6 from OMol25. Energies are from ωB97M-V with the def2-TZVPD basis set.

Each line ends with the natural charge from an NBO analysis.
Geometry (Å):
H: 0.16489 -0.04148 -1.35769  0.2430
C: -1.75143 -0.25879 -0.62166  -0.0142
H: -0.18800 1.04564 1.01790  0.2421
H: 3.94871 0.64182 0.27939  0.2371
H: -0.08649 -1.57949 -0.55030  0.2368
C: 2.90887 0.47137 0.45208  -0.2385
C: 0.29130 0.08526 0.79838  -0.4649
C: -2.89723 0.05981 -0.80857  -0.2368
H: -3.89645 0.36978 -1.01680  0.2364
C: -0.31460 -0.50952 -0.49185  -0.4645
C: 1.73515 0.28701 0.64794  -0.0132
H: 0.08528 -0.57141 1.65119  0.2366

Computed properties:
SMILES string	C#CCCC#C
E	-232.08821	hartree
energy relative to the best compared isomer or geometry (same formula, charge and spin)	86.67	kcal per mole
largest force on an atom	0.5	eV Å⁻¹
multiplicity	1
Kohn-Sham gap	10.98	eV
E_HOMO	-10.00	eV

=====

Here is the molecule C5H8N2 from OMol25. Energies are from ωB97M-V with the def2-TZVPD basis set.

Each line ends with the natural charge from an NBO analysis.
Geometry (Å):
H: -1.58727 1.98073 -0.32777  0.2099
C: -1.31125 -0.07633 -0.14217  -0.2929
N: 1.22513 0.66125 -0.56203  -0.3507
H: 0.60839 0.42684 -1.28717  0.3371
H: 1.10101 -2.44672 -0.40644  0.2260
C: -0.73867 -1.30700 -0.04973  -0.1836
N: 1.73256 -0.32645 0.07290  -0.2004
H: 0.78733 2.60535 0.27633  0.2081
C: 0.44243 1.54589 0.40958  -0.2849
H: -2.32337 -0.11254 -0.58343  0.2100
H: 0.63046 1.25567 1.40400  0.2265
C: 0.78529 -1.48802 0.14047  -0.3670
C: -0.88280 1.22902 -0.09679  -0.1860
H: -1.29062 -2.17534 -0.15414  0.2071
H: 0.82140 -1.77236 1.30639  0.2410

Computed properties:
E	-304.62761	hartree
energy relative to the best compared isomer or geometry (same formula, charge and spin)	130.45	kcal per mole
largest force on an atom	4.3	eV Å⁻¹
multiplicity	1
Kohn-Sham gap (spin up / spin down)	7.48 / 8.07	eV
E_HOMO (spin up / spin down)	-7.97 / -7.74	eV

=====

Here is a cluster of 5 separate species, C60H37BrN2O13 in total from OMol25. Energies are from ωB97M-V with the def2-TZVPD basis set.

Each line ends with the Mulliken charge.
Geometry (Å):
H: -4.18728 -0.98267 5.49834  0.3986
H: 2.21397 -2.33256 -9.80184  0.4790
C: 3.68741 -3.74487 -6.18806  0.3484
O: -0.25988 1.59349 2.30377  -0.0583
H: 3.21328 2.95173 1.50377  0.3169
C: -6.99751 -0.61888 -5.78629  -0.4743
H: 3.77075 -2.62942 -2.98940  0.5955
C: -2.10142 3.86976 -2.63259  -0.9297
O: 2.57117 -0.88450 -4.28906  -0.6572
C: 4.58847 -4.49297 -3.67044  -0.5631
H: -5.61989 0.92971 6.13689  0.4977
C: 3.59959 -0.60792 4.45988  -0.3219
H: 1.28674 0.52604 -5.87728  0.6418
O: 3.44908 -4.05879 -8.51193  -0.6728
C: -5.08629 4.56442 2.87838  0.3170
C: -7.44963 -1.00800 -4.52979  -0.5070
C: -6.86819 -0.48346 -3.38847  -0.4947
C: 6.65290 -2.79626 4.42284  0.5631
C: 3.22627 -3.35396 -7.55085  0.5309
C: -5.92846 4.46630 3.98790  0.2974
H: -2.78783 1.20079 2.09703  0.4568
C: 3.42031 -2.16551 6.28346  -0.7062
C: -2.62454 3.28419 -3.77254  -0.7183
C: 2.74374 -1.61943 -5.23901  0.4204
O: -5.63164 0.66845 -1.16144  -0.6857
C: 1.27584 -0.53568 -9.09460  -0.4639
H: 6.49875 -5.84331 7.93131  0.4723
C: -5.23799 1.00975 -2.25672  0.4244
C: 2.22491 -1.25959 -6.58889  0.1673
C: 8.87669 -5.61932 5.52725  -0.4800
C: -6.82141 6.63980 3.49675  -0.4762
C: -3.65952 2.36558 -3.66372  0.2914
C: -3.62471 2.60906 -1.26011  -0.3574
H: 4.94263 -4.78511 -2.69086  0.4155
H: 3.18807 0.21079 3.88916  0.6047
O: 0.26452 1.89772 4.35867  -0.2714
O: -3.80252 2.06737 -5.99801  -0.6898
H: -2.23770 3.53638 -4.75012  0.5048
C: 1.81033 0.91108 -0.41544  -0.7029
H: -4.01556 2.34344 -0.29171  0.6872
H: -2.78169 -0.85059 3.46691  0.4794
C: 1.89135 -0.39329 1.30094  0.5955
H: -7.50442 7.44561 3.73022  0.3993
C: 2.00657 -1.70214 -8.94854  -0.6450
C: 3.47365 -2.90954 -5.08945  0.1358
Br: 1.17376 1.50179 -2.08746  -0.0037
C: 8.20971 -6.08196 6.65678  -0.4668
H: 0.42641 1.16998 -8.10401  0.4413
C: -5.01074 2.13271 4.47767  0.3420
C: 0.23871 2.26434 1.16562  -0.7751
O: 1.22852 -0.28887 0.09252  -0.3761
H: -5.59645 0.58969 -6.87396  0.4767
C: 4.34174 -4.95795 -6.01769  -0.6131
C: 1.68275 1.83377 0.78826  1.4160
C: 8.36566 -4.55452 4.80581  -0.5440
O: 2.08226 0.85251 1.79136  -0.1452
C: -4.19407 -0.08595 4.89313  -0.5416
C: 2.89430 -1.12138 5.54169  -0.6186
H: 1.93138 -0.70367 5.80497  0.4556
H: 2.87974 -2.56716 7.12910  0.4720
H: 4.49548 -5.60365 -6.87090  0.4752
H: -7.45423 5.41770 5.14473  0.4822
C: -4.15188 2.01949 -2.40314  -0.0023
H: -7.45899 -1.02436 -6.67686  0.4043
C: -4.23567 1.77319 -4.90328  0.6214
C: -3.40317 1.13734 2.98097  -0.5593
C: -3.40198 -0.01142 3.75278  -0.7767
C: 5.20884 -3.81961 6.75975  0.6476
H: 8.61438 -6.91045 7.22288  0.3998
N: 2.57551 2.95607 0.71519  -0.5842
H: -1.29593 4.58802 -2.71805  0.4303
H: -4.44118 5.78396 1.24261  0.5287
C: 3.93331 -3.28481 -3.83351  -0.5752
C: -5.95586 0.28518 -5.90100  -0.5331
O: 2.21989 -1.41043 1.81060  -0.4896
H: 0.90792 -0.24986 -10.07099  0.3943
C: 4.65165 -2.70842 5.94018  0.2189
C: -5.83069 0.43338 -3.49792  0.1493
C: -4.20058 2.21525 3.34196  0.7044
N: -0.20418 2.44984 3.45449  0.0617
C: 4.82441 -1.14825 4.11016  -0.7174
C: 1.48627 -0.09302 -6.74076  -0.5191
C: 2.47500 -2.07414 -7.69501  0.3193
C: -4.17563 3.44744 2.50920  0.2320
C: 7.18006 -3.95115 5.20554  0.1755
H: -8.25972 -1.71981 -4.44269  0.3979
H: -5.98385 7.63676 1.78960  0.4172
H: 2.87709 0.67891 -0.47829  0.4265
H: -0.45675 2.15151 0.33401  -0.1216
O: 4.62947 -4.22456 7.74561  -0.6654
C: 1.00825 0.26512 -7.98923  -0.5892
C: -5.10345 5.71102 2.09412  -0.5237
C: -5.36565 0.81149 -4.75910  0.1030
H: -7.21602 -0.77770 -2.40814  0.4830
H: 0.28917 3.33229 1.38680  0.4379
C: -5.90582 3.25964 4.86419  0.4740
O: 7.26579 -2.35767 3.47179  -0.6741
C: 5.35125 -2.20486 4.84008  0.2155
H: 9.79797 -6.09084 5.21176  0.3900
C: -4.99743 0.98263 5.25471  -0.7046
C: -6.79808 5.50547 4.29016  -0.6327
H: 3.15106 2.86922 -0.11578  0.3459
H: -2.20306 4.00407 -0.48809  0.5999
H: 5.29249 -6.27967 -4.63016  0.3936
H: 5.37660 -0.75866 3.26632  0.4768
C: 4.78729 -5.33212 -4.76170  -0.4538
O: -3.43683 3.54090 1.54608  -0.5377
O: -6.59906 3.19751 5.85660  -0.6747
C: 6.50218 -4.42632 6.32966  0.1606
C: 7.02562 -5.48748 7.05704  -0.5527
C: -5.96875 6.74595 2.40330  -0.6193
C: -2.60498 3.53960 -1.37730  -0.2154
H: 8.87988 -4.18672 3.92894  0.4698

Computed properties:
SMILES string	N[C@]1(CON=O)OC(=O)O[C@H]1Br.O=C1c2ccccc2C(=O)c2ccccc21.O=C1c2ccccc2C(=O)c2ccccc21.O=C1c2ccccc2C(=O)c2ccccc21.O=C1c2ccccc2C(=O)c2ccccc21
E	-5970.29109	hartree
energy relative to the best compared isomer or geometry (same formula, charge and spin)	0.00	kcal per mole
largest force on an atom	1.0	eV Å⁻¹
multiplicity	1
Kohn-Sham gap	8.46	eV
E_HOMO	-9.55	eV